Density functional theory data (ωB97M-V/def2-TZVPD) for a 14-piece molecular cluster, C91H201N9O14 overall in a non-equilibrium geometry.

```
! RIJCOSX wB97M-V def2-TZVPD def2/J DEFGRID3
* xyz 0 1
C 20.773 21.295 20.173
C 22.215 20.951 19.740
C 22.577 21.297 18.262
C 22.870 22.768 18.008
C 23.900 23.343 18.968
C 23.542 23.041 20.417
N 23.312 21.542 20.548
O 23.024 21.376 21.966
C 24.789 23.389 21.219
C 22.311 23.856 20.940
C 22.461 19.452 19.920
H 20.182 20.502 19.841
H 20.353 22.180 19.693
H 20.762 21.393 21.273
H 23.430 20.671 17.990
H 21.697 20.988 17.632
H 22.012 23.451 18.011
H 23.157 22.844 16.972
H 23.940 24.438 18.924
H 24.886 22.911 18.810
H 24.680 23.490 22.283
H 25.481 22.480 21.110
H 25.313 24.199 20.836
H 22.694 24.846 21.143
H 21.420 23.856 20.259
H 21.965 23.427 21.844
H 23.440 19.159 19.638
H 21.668 18.923 19.295
H 22.349 19.273 20.996
H 23.720 20.755 22.186
C 16.749 16.604 14.030
C 17.145 15.381 12.995
C 16.317 15.501 11.762
C 16.860 14.619 10.625
C 18.323 14.873 10.388
C 19.199 14.693 11.602
N 18.572 15.623 12.606
O 19.283 15.585 13.853
C 19.299 13.227 11.976
C 20.607 15.216 11.458
C 16.955 14.062 13.738
H 15.708 16.982 13.807
H 17.483 17.430 13.968
H 16.736 16.209 15.057
H 15.294 15.386 12.027
H 16.439 16.553 11.466
H 16.293 14.904 9.725
H 16.587 13.537 10.705
H 18.454 15.873 10.014
H 18.759 14.231 9.546
H 19.449 13.216 13.071
H 18.472 12.575 11.804
H 20.116 12.733 11.530
H 21.297 14.893 12.291
H 21.037 14.826 10.584
H 20.610 16.267 11.380
H 15.933 14.011 14.129
H 17.593 13.993 14.577
H 17.189 13.297 13.064
H 19.634 16.495 13.827
C 26.115 19.289 16.693
C 26.089 17.846 16.201
C 25.132 16.921 17.101
C 23.640 17.264 16.905
C 23.180 17.208 15.454
C 24.153 18.053 14.591
N 25.567 17.666 14.877
O 26.446 18.436 13.978
C 23.873 17.625 13.090
C 23.798 19.544 14.691
C 27.504 17.219 16.341
H 25.116 19.671 17.041
H 26.511 19.948 15.981
H 26.724 19.387 17.599
H 25.333 15.921 16.715
H 25.357 17.148 18.166
H 23.399 18.328 17.201
H 23.074 16.550 17.541
H 22.202 17.668 15.386
H 23.116 16.180 15.075
H 24.333 16.641 12.880
H 22.829 17.523 12.865
H 24.320 18.369 12.422
H 22.933 19.761 14.015
H 23.640 19.636 15.738
H 24.638 20.158 14.446
H 27.841 17.441 17.322
H 28.215 17.793 15.792
H 27.404 16.170 16.007
H 26.846 17.638 13.511
C 13.260 18.928 20.725
C 12.576 20.159 20.185
C 11.466 20.502 21.274
C 10.834 21.829 20.922
C 11.867 22.883 20.764
C 12.933 22.596 19.761
N 13.472 21.306 20.175
O 14.645 20.932 19.430
C 12.378 22.710 18.350
C 14.030 23.684 19.868
C 11.895 19.761 18.849
H 13.821 19.152 21.629
H 13.920 18.401 19.940
H 12.549 18.132 20.982
H 10.710 19.744 21.348
H 11.983 20.711 22.228
H 10.101 22.179 21.644
H 10.232 21.677 20.017
H 12.318 23.082 21.740
H 11.430 23.883 20.538
H 12.276 23.787 18.153
H 13.075 22.235 17.691
H 11.385 22.323 18.353
H 14.410 23.820 18.899
H 13.492 24.607 20.086
H 14.799 23.415 20.625
H 11.374 18.837 19.021
H 12.573 19.743 17.952
H 11.148 20.481 18.587
H 15.315 20.828 20.167
C 15.826 24.280 15.822
C 17.019 24.987 16.512
C 17.228 24.369 17.889
C 17.846 22.919 17.784
C 19.165 23.127 17.190
C 19.088 23.715 15.739
N 18.325 24.965 15.840
O 18.127 25.485 14.463
C 20.503 24.143 15.380
C 18.669 22.560 14.794
C 16.711 26.480 16.714
H 16.032 23.244 15.616
H 15.568 24.767 14.851
H 14.829 24.313 16.307
H 17.790 25.019 18.587
H 16.269 24.282 18.421
H 17.229 22.177 17.271
H 18.032 22.458 18.789
H 19.637 22.176 17.168
H 19.764 23.830 17.850
H 20.632 24.439 14.266
H 20.736 24.997 16.000
H 21.134 23.311 15.544
H 18.486 22.931 13.810
H 19.384 21.636 14.879
H 17.723 22.070 15.176
H 17.489 26.994 17.288
H 15.769 26.617 17.293
H 16.548 27.047 15.840
H 18.815 26.147 14.262
C 19.763 15.167 24.085
C 18.814 16.239 24.634
C 19.033 16.449 26.130
C 20.253 17.275 26.465
C 20.172 18.577 25.743
C 20.016 18.429 24.251
N 18.843 17.525 23.944
O 18.709 17.461 22.521
C 19.643 19.774 23.676
C 21.296 17.994 23.523
C 17.437 15.673 24.485
H 19.700 15.154 22.976
H 19.414 14.217 24.546
H 20.826 15.264 24.237
H 18.132 16.872 26.587
H 19.182 15.501 26.602
H 21.105 16.679 26.209
H 20.394 17.401 27.558
H 21.130 19.050 25.768
H 19.346 19.105 26.212
H 20.476 20.519 23.896
H 19.458 19.647 22.607
H 18.709 20.049 24.149
H 21.046 17.584 22.573
H 21.941 18.917 23.428
H 21.837 17.298 24.214
H 17.228 15.202 23.502
H 16.674 16.438 24.766
H 17.456 14.842 25.243
H 17.758 17.632 22.365
C 10.107 13.052 13.689
C 11.634 13.333 13.628
C 11.926 14.683 12.892
C 11.324 15.803 13.658
C 11.987 15.843 15.025
C 11.903 14.531 15.883
N 12.282 13.441 14.897
O 12.116 12.271 15.634
C 13.082 14.559 16.873
C 10.541 14.371 16.651
C 12.284 12.243 12.749
H 9.598 13.672 14.404
H 10.011 11.966 13.936
H 9.532 13.323 12.805
H 12.976 14.840 12.825
H 11.555 14.578 11.831
H 10.211 15.656 13.767
H 11.434 16.746 13.199
H 11.594 16.620 15.635
H 13.042 15.949 14.827
H 14.019 14.406 16.299
H 13.144 15.510 17.427
H 13.088 13.765 17.554
H 9.679 14.695 16.038
H 10.463 13.364 16.987
H 10.649 14.985 17.532
H 12.166 11.248 13.230
H 13.361 12.439 12.622
H 11.847 12.274 11.751
H 11.176 12.247 15.866
C 19.236 15.077 17.223
C 19.132 16.519 17.788
C 19.778 17.533 16.829
C 19.368 18.975 17.134
C 17.890 19.043 16.976
C 17.187 18.148 17.941
N 17.703 16.788 17.736
O 17.023 15.950 18.627
C 17.208 18.747 19.411
C 15.716 18.089 17.540
C 19.789 16.618 19.214
H 18.777 14.355 17.945
H 20.246 14.793 17.001
H 18.607 15.148 16.294
H 20.905 17.344 16.928
H 19.622 17.287 15.818
H 19.722 19.721 16.391
H 19.742 19.213 18.093
H 17.672 18.599 16.004
H 17.465 20.044 16.946
H 17.948 18.282 20.051
H 17.513 19.731 19.294
H 16.229 18.792 19.801
H 15.659 17.477 16.616
H 15.079 17.718 18.349
H 15.383 19.151 17.394
H 19.795 17.771 19.505
H 20.826 16.298 19.209
H 19.271 16.017 20.001
H 17.129 16.330 19.509
C 24.718 12.505 20.820
C 23.616 13.142 21.591
C 22.976 14.314 20.711
C 22.280 13.803 19.483
C 21.090 12.988 20.033
C 21.560 11.779 20.931
N 22.518 12.255 21.894
O 22.973 11.161 22.707
C 20.270 11.439 21.716
C 21.979 10.610 20.131
C 24.109 13.730 22.884
H 25.447 13.252 20.615
H 24.433 11.972 19.906
H 25.311 11.775 21.376
H 22.268 14.835 21.350
H 23.870 14.901 20.604
H 23.029 13.209 18.896
H 21.953 14.645 18.894
H 20.326 12.634 19.328
H 20.515 13.586 20.714
H 20.506 10.715 22.493
H 19.854 12.259 22.196
H 19.607 11.061 20.985
H 22.744 10.681 19.304
H 22.307 9.787 20.781
H 21.124 10.305 19.515
H 24.982 14.345 22.691
H 24.470 13.009 23.619
H 23.284 14.305 23.307
H 23.637 10.662 22.168
C 14.924 14.173 21.363
C 16.302 13.474 21.339
O 17.262 14.589 21.149
H 14.794 14.632 22.300
H 14.104 13.510 21.239
H 14.999 14.848 20.491
H 16.350 12.817 20.521
H 16.631 12.911 22.249
H 18.147 14.229 21.499
C 17.166 23.010 22.172
C 16.111 22.024 22.710
O 16.216 20.814 22.032
H 17.091 24.024 22.578
H 17.180 23.163 21.104
H 18.172 22.748 22.456
H 15.127 22.394 22.433
H 16.200 21.933 23.801
H 17.036 20.432 22.350
C 18.659 19.199 11.703
C 19.437 19.473 12.977
O 20.195 18.337 13.458
H 19.400 19.291 10.860
H 17.766 19.854 11.520
H 18.331 18.136 11.743
H 18.785 19.715 13.864
H 20.121 20.357 12.895
H 20.837 18.088 12.771
C 23.414 13.341 15.819
C 24.542 13.287 14.773
O 25.713 12.595 15.383
H 23.047 12.381 16.238
H 22.631 13.847 15.337
H 23.651 14.005 16.698
H 24.830 14.265 14.461
H 24.156 12.694 13.944
H 26.341 12.332 14.680
C 14.129 21.171 15.374
C 14.508 20.315 14.162
O 14.158 18.899 14.281
H 14.684 20.892 16.268
H 13.092 20.986 15.488
H 14.242 22.248 15.125
H 15.612 20.423 13.979
H 13.989 20.619 13.244
H 14.569 18.495 15.073
*
```

Properties
- energy (eV) = -139688.248
- molecular weight (g/mol) = 1645.66
- frontier orbital gap (eV) = 8.88
- energy relative to the best compared isomer or geometry (same formula, charge and spin) (kcal/mol) = 117.8
- max |F| (eV/A) = 3.54

Atomic partial charges in e from the Löwdin method, atoms 1 to 4: -0.005, -0.483, -0.107, -0.177